# 1
C40H44ClNNbOPS3Te as an isolated structure. Source: the Open Molecules 2025 dataset; level of theory: wB97M-V/def2-TZVPD.

Properties
Charge: +2
E_tot in eV: -108879.22536
HOMO-LUMO gap (alpha / beta) in hartree: 0.22077 / 0.22067
HOMO level (alpha / beta) in eV: -13.39 / -13.39
Lowest unoccupied orbital energy (alpha / beta) in eV: -7.4 / -7.4

Positions of all 93 atoms, in Å:
Te: -0.753 -2.753 1.229
Nb: 0.032 0.083 0.629
Cl: -0.942 2.330 -0.843
S: 1.416 2.046 4.611
S: 0.582 -0.303 2.987
S: 0.259 2.260 1.846
P: -2.622 0.372 0.859
O: -0.987 -2.073 -1.404
N: 1.729 0.055 -0.907
C: -3.161 2.990 -2.246
C: -3.794 -2.014 0.070
C: 5.103 1.982 0.933
C: -3.772 -1.030 1.065
C: 5.432 -0.695 -0.217
C: -1.866 -1.159 -3.971
C: 2.792 -0.611 -5.710
C: -0.565 -0.958 -1.278
C: -2.450 0.749 3.564
C: 5.134 1.762 -0.578
C: -2.966 3.473 3.522
C: -5.609 -3.117 1.194
C: -4.766 1.226 -0.804
C: 3.125 0.463 1.059
C: 0.800 1.408 3.252
C: -0.431 -0.812 -3.815
C: -5.309 2.001 -1.818
C: 5.996 0.544 -0.912
C: -2.634 2.844 4.712
C: 3.705 1.548 -1.082
C: -4.674 -1.104 2.127
C: -4.513 2.883 -2.532
C: -0.028 -0.214 -2.504
C: 4.010 -0.968 -0.721
C: -2.768 1.383 2.360
C: 1.076 -3.626 1.967
C: -1.594 -2.981 3.196
C: 5.430 -0.460 1.294
C: 1.445 -0.126 -2.184
C: 1.855 -0.588 -4.558
C: -2.630 2.212 -1.235
C: 4.533 0.734 1.597
C: 3.123 0.263 -0.461
C: -5.584 -2.147 2.185
C: -3.027 2.752 2.340
C: -2.381 1.479 4.735
C: -4.713 -3.048 0.138
C: 0.497 -0.970 -4.774
C: -3.411 1.328 -0.489
C: 2.303 -0.233 -3.306
H: -2.647 -2.712 3.165
H: -1.055 -2.385 3.930
H: 5.080 -1.351 1.821
H: 4.490 2.856 1.166
H: -2.120 -1.378 -5.005
H: -4.685 -0.348 2.900
H: 3.527 -1.408 -5.596
H: 2.741 -0.447 1.530
H: -4.941 3.489 -3.315
H: 3.348 0.323 -5.778
H: 6.110 2.175 1.305
H: -2.245 -0.313 3.578
H: -2.131 0.984 5.662
H: 6.447 -0.257 1.635
H: -6.288 -2.198 3.004
H: -5.396 0.539 -0.252
H: 3.074 2.394 -0.791
H: 3.356 -0.038 -3.205
H: 6.049 -1.565 -0.450
H: 6.039 0.389 -1.994
H: -3.188 4.530 3.511
H: -2.508 -0.356 -3.599
H: -4.735 -3.794 -0.645
H: -6.332 -3.920 1.237
H: 0.844 -4.657 2.226
H: 3.709 1.518 -2.170
H: 3.579 -1.823 -0.187
H: 4.466 0.888 2.677
H: 1.406 -3.082 2.852
H: -2.534 3.679 -2.796
H: 1.840 -3.604 1.194
H: -1.505 -4.037 3.447
H: -6.360 1.921 -2.051
H: -0.419 0.809 -2.512
H: 7.018 0.717 -0.568
H: 2.505 1.325 1.306
H: -2.565 3.415 5.627
H: 0.221 -1.362 -5.744
H: -3.270 3.252 1.410
H: 5.549 2.645 -1.071
H: 2.264 -0.767 -6.647
H: 4.045 -1.240 -1.775
H: -2.079 -2.049 -3.376
H: -3.133 -1.939 -0.782

Here are the Mulliken charges for atoms 1 to 2, given in e: 0.747 -0.186


# 2
C20H19CoN3O4 as an isolated structure. Source: the Open Molecules 2025 dataset; level of theory: wB97M-V/def2-TZVPD.

Properties
Expectation value of S²: 6.09
Multiplicity: 5
Charge: +1
E_tot in eV: -71329.55701
HOMO-LUMO gap (alpha / beta) in hartree: 0.25769 / 0.19744
HOMO level (alpha / beta) in eV: -11.55 / -11.71
Lowest unoccupied orbital energy (alpha / beta) in eV: -4.5 / -6.3

Positions of all 47 atoms, in Å:
Co: -0.180 -1.552 0.211
O: -0.192 -3.402 -0.026
O: -2.386 -1.548 0.293
O: -0.543 -5.488 0.660
O: 1.729 -1.004 0.147
N: -0.656 0.322 -0.346
N: 0.113 1.301 -0.725
N: -0.008 -1.693 2.356
C: 4.289 1.241 -0.779
C: 2.136 4.649 -2.072
C: 0.783 -4.057 2.047
C: 3.703 0.122 -0.341
C: 2.138 2.402 -1.187
C: -3.855 2.095 -0.982
C: 3.527 4.652 -2.095
C: -2.928 -0.382 -0.114
C: 2.258 0.037 -0.276
C: -4.745 1.071 -0.648
C: 1.445 1.210 -0.711
C: -2.014 0.641 -0.456
C: 1.446 3.538 -1.625
C: 4.225 3.534 -1.667
C: 3.545 2.412 -1.215
C: -4.295 -0.165 -0.218
C: -0.014 -4.414 0.808
C: -2.502 1.883 -0.889
C: -3.240 -2.687 0.543
C: 0.020 -3.067 2.926
H: -0.693 -1.142 2.864
H: 4.063 5.523 -2.447
H: -1.800 2.660 -1.145
H: -2.567 -3.517 0.728
H: -1.014 -3.396 3.039
H: -3.832 -2.895 -0.345
H: 5.372 1.294 -0.820
H: 0.459 -3.043 3.924
H: 0.963 -4.966 2.618
H: 0.889 -1.248 2.531
H: -5.811 1.240 -0.725
H: 1.748 -3.629 1.762
H: 1.590 5.520 -2.409
H: -3.877 -2.485 1.403
H: 4.265 -0.746 -0.026
H: 5.308 3.526 -1.682
H: -4.231 3.053 -1.314
H: 0.367 3.539 -1.611
H: -5.000 -0.941 0.037

Here are the Mulliken charges for atoms 1 to 2, given in e: 0.804 -0.633


# 3
One molecule with the formula C2H3F2P. Source: the Open Molecules 2025 dataset; level of theory: wB97M-V/def2-TZVPD.

Properties
Charge: 0
Structure (SMILES): FC1(F)CP1
E_tot in eV: -16844.10883
HOMO-LUMO gap in hartree: 0.39047
HOMO level in eV: -9.95
Lowest unoccupied orbital energy in eV: 0.7

Positions of all 8 atoms, in Å:
P: -0.508 0.375 1.339
F: 1.996 -0.160 0.076
F: 0.712 1.365 -1.084
C: 0.759 0.263 -0.052
C: -0.386 -0.721 -0.162
H: -1.314 1.339 0.949
H: -1.063 -0.702 -1.180
H: -0.195 -1.759 0.113

Here are the Mulliken charges for atoms 1 to 2, given in e: -0.063 -0.223


# 4
C12H21N7OPdS as an isolated structure. Source: the Open Molecules 2025 dataset; level of theory: wB97M-V/def2-TZVPD.

Properties
Charge: +2
E_tot in eV: -39562.67759
HOMO-LUMO gap (alpha / beta) in hartree: 0.29103 / 0.29118
HOMO level (alpha / beta) in eV: -15.23 / -15.23
Lowest unoccupied orbital energy (alpha / beta) in eV: -7.3 / -7.3

Positions of all 43 atoms, in Å:
Pd: -0.061 1.461 0.595
S: -1.952 2.756 -1.315
O: -0.493 2.263 -1.121
N: 1.922 0.923 -0.287
N: 3.209 -0.322 -1.774
N: -0.700 -2.518 -1.160
N: 1.135 -1.124 -1.207
N: 2.540 -3.168 3.798
N: -0.824 -0.489 -0.012
N: 0.421 0.790 2.309
C: -2.385 2.134 -2.919
C: 1.385 -0.861 3.704
C: 0.452 1.124 4.650
C: 1.036 -0.381 2.452
C: 0.134 1.533 3.375
C: 2.081 -0.095 -1.052
C: -0.177 -1.337 -0.760
C: -1.767 4.484 -1.696
C: 1.089 -0.097 4.828
C: 0.019 -3.439 -2.039
C: 2.037 -2.137 3.783
C: -2.033 -2.883 -0.694
H: 0.908 -3.853 -1.557
H: -2.468 1.053 -2.841
H: -3.349 2.558 -3.200
H: -1.756 -0.794 0.213
H: 3.972 0.328 -1.729
H: -2.744 4.868 -1.991
H: -0.636 -4.271 -2.275
H: -2.255 -3.891 -1.024
H: -1.609 2.416 -3.629
H: 0.203 1.754 5.490
H: 0.285 -2.965 -2.985
H: -1.434 4.991 -0.793
H: -1.039 4.598 -2.498
H: 2.699 1.570 -0.326
H: 1.254 -0.941 1.558
H: 1.353 -0.452 5.815
H: -0.364 2.480 3.193
H: 3.292 -1.071 -2.440
H: 1.498 -1.903 -1.733
H: -2.796 -2.218 -1.103
H: -2.084 -2.872 0.397

Here are the Mulliken charges for atoms 1 to 2, given in e: 0.202 0.531